(1)
Density functional theory data (wB97M-V/def2-TZVPD) for a cluster of 2 separate species, C9H16Br2Si in total at a distorted geometry.

XYZ file:
```
28
Properties=species:S:1:pos:R:3:forces:R:3:lowdin_charge:R:1
C 2.901 -3.218 1.241 1.43 -1.77 2.62 -0.055
C 3.655 -2.445 0.393 -1.35 -0.73 0.05 -0.307
C -3.169 1.102 -0.114 1.41 -1.74 -0.78 -0.202
C -2.413 0.226 -1.232 -1.72 0.83 2.00 -0.168
C -2.393 2.331 0.106 3.70 -0.13 1.61 -0.219
C -1.052 -0.259 -0.730 -0.85 2.23 -2.23 -0.242
C -0.924 1.907 0.641 -3.67 -2.31 -0.76 -0.212
C -0.257 0.981 -0.435 0.13 1.03 3.24 -0.528
C 3.130 -2.081 -0.855 2.47 1.04 1.87 -0.015
Si 1.397 0.568 0.315 1.83 -0.27 -0.11 0.051
Br 1.207 -0.325 2.384 -0.11 0.31 -0.42 0.293
Br 2.817 2.436 0.436 -0.89 -0.82 0.00 0.169
H 3.313 -3.696 2.284 -0.98 1.55 -2.79 0.110
H 1.946 -3.635 0.924 0.07 0.34 0.08 0.048
H 4.652 -2.153 0.646 0.37 0.30 0.29 0.088
H -4.102 1.473 -0.520 -0.84 -0.91 0.43 0.105
H -3.106 0.475 0.829 -1.13 0.74 -0.90 0.133
H -3.155 -0.549 -1.529 0.98 0.37 -0.33 0.118
H -2.148 0.971 -1.968 -0.52 -0.21 -1.04 0.098
H -2.246 2.890 -0.791 -0.36 0.83 -0.55 0.104
H -2.694 2.877 0.974 -1.03 0.97 0.02 0.100
H -1.144 -0.864 0.120 0.29 -1.60 0.80 0.091
H -0.561 -0.512 -1.661 0.26 -1.97 0.21 0.112
H -0.332 2.701 0.953 1.05 1.64 0.36 0.054
H -1.316 1.371 1.572 1.47 0.13 -0.99 0.112
H -0.104 1.548 -1.326 0.26 0.54 -0.73 0.100
H 2.269 -2.532 -1.167 -2.16 -0.79 -1.06 0.018
H 3.829 -1.590 -1.488 -0.10 0.42 -0.87 0.043
```
Forces are in eV/Å.

Calculated values
Frontier orbital gap (alpha / beta) in Eh: 0.2541 / 0.2632
Energy above the lowest of the compared OMol25 structures with the same formula, charge and spin in eV: 2.102
LUMO (alpha / beta) in Ha: -0.0330 / -0.0099

---

(2)
Density functional theory data (wB97M-V/def2-TZVPD) for a cluster of 6 separate species, C42H49IN6O3 in total at a distorted geometry.

XYZ file:
```
101
Properties=species:S:1:pos:R:3:forces:R:3:lowdin_charge:R:1
C 0.996 -6.617 -1.123 -0.22 -0.32 0.24 -0.080
C 0.535 -7.348 0.182 0.08 -0.15 -0.76 -0.220
C -0.989 -7.672 0.245 0.10 -0.21 1.18 -0.172
C -1.773 -6.735 1.232 0.87 -0.26 0.34 -0.111
C -1.452 -5.259 1.045 -0.11 -0.57 0.06 -0.070
C -2.074 -4.459 0.173 -0.01 0.53 -0.30 -0.044
C -3.234 -4.836 -0.750 -0.27 0.15 -0.34 -0.286
C -2.820 -5.771 -1.936 -0.57 0.81 -0.33 -0.040
C -4.513 -5.346 0.000 0.86 0.02 0.20 -0.222
C -5.825 -4.779 -0.586 0.42 -0.64 0.83 -0.090
C -1.594 -3.021 0.083 1.42 -1.04 0.63 -0.238
O -2.228 -2.166 -0.457 -0.75 0.64 -0.78 0.089
C -0.241 -2.641 0.650 0.42 0.44 0.05 -0.081
C 0.461 -1.354 0.207 0.01 -0.27 -0.50 -0.093
C 1.666 -1.781 -0.698 -1.14 1.64 1.74 -0.839
O 1.665 -2.815 -1.210 0.33 -2.31 -1.71 0.035
I 3.361 -0.475 -0.988 -0.59 -0.04 0.33 0.971
C 0.357 -3.417 1.548 -0.27 -0.81 0.26 -0.071
C 1.688 -3.128 2.224 0.18 0.08 0.25 -0.179
N 2.849 -3.700 1.472 -0.06 0.44 0.70 0.033
C -0.353 -4.701 1.930 -0.14 1.11 -1.34 -0.290
O -0.020 -5.247 2.935 0.31 -1.11 1.42 0.125
H 1.477 -5.646 -0.930 -0.10 -0.36 -0.05 0.057
H 0.136 -6.444 -1.786 0.33 -0.02 0.17 0.045
H 1.694 -7.279 -1.660 -0.14 0.47 0.05 0.068
H 0.882 -6.780 1.058 -0.33 -0.28 -0.17 0.091
H 1.062 -8.317 0.226 -0.13 0.44 0.04 0.099
H -1.470 -7.758 -0.737 0.35 0.28 0.16 0.084
H -1.065 -8.676 0.706 -0.16 0.36 -0.29 0.106
H -2.843 -6.973 1.253 0.27 0.30 -0.25 0.103
H -1.384 -7.011 2.230 -0.27 0.22 -0.34 0.115
H -3.543 -3.894 -1.239 0.28 -0.26 0.40 0.116
H -3.126 -6.815 -1.786 0.42 0.25 0.11 0.072
H -1.760 -5.658 -2.202 -0.32 -0.30 0.24 0.065
H -3.378 -5.413 -2.823 0.19 -0.30 0.30 0.081
H -4.497 -6.452 -0.007 -0.26 0.42 -0.10 0.098
H -4.370 -5.073 1.063 -0.44 0.06 -0.40 0.114
H -5.748 -3.685 -0.655 -0.16 -0.36 -0.26 0.075
H -6.037 -5.271 -1.547 -0.02 0.50 0.15 0.076
H -6.637 -5.028 0.119 0.14 0.16 -0.43 0.073
H -0.204 -0.780 -0.459 0.24 0.09 0.45 0.125
H 0.792 -0.771 1.078 -0.15 0.14 -0.52 0.099
H 1.816 -2.038 2.341 -0.13 -0.38 -0.12 0.110
H 1.719 -3.543 3.244 -0.51 0.13 -0.40 0.117
H 3.511 -2.932 1.355 -0.05 -0.29 -0.29 0.046
H 3.318 -4.331 2.119 -0.06 -0.06 -0.34 0.071
N 1.902 1.798 2.426 0.18 0.12 0.02 0.051
C 2.195 2.814 1.610 -0.16 -0.24 0.00 -0.160
C 3.132 3.792 1.901 0.04 0.00 -0.01 -0.068
C 3.802 3.717 3.110 0.07 0.04 0.03 -0.078
C 3.513 2.673 3.975 0.00 0.02 -0.04 -0.076
C 2.560 1.745 3.585 -0.14 -0.12 -0.11 -0.163
H 1.643 2.832 0.676 0.06 0.06 -0.03 0.100
H 3.331 4.591 1.199 -0.05 0.00 0.01 0.093
H 4.541 4.463 3.376 -0.02 -0.01 -0.01 0.104
H 4.014 2.581 4.929 -0.03 -0.02 -0.01 0.099
H 2.303 0.909 4.228 0.04 0.04 0.05 0.099
N -4.907 0.708 -1.180 -0.08 -0.15 -0.55 0.041
C -3.997 -0.189 -1.578 -0.19 0.25 0.39 -0.138
C -3.784 -0.532 -2.905 -0.07 0.03 -0.04 -0.063
C -4.557 0.082 -3.875 0.04 -0.04 -0.11 -0.080
C -5.508 1.013 -3.486 0.00 -0.01 0.01 -0.072
C -5.640 1.289 -2.136 -0.02 -0.11 0.22 -0.169
H -3.419 -0.646 -0.788 -0.12 0.15 -0.19 0.074
H -3.031 -1.263 -3.168 0.00 0.00 0.06 0.102
H -4.422 -0.160 -4.922 0.00 0.01 0.02 0.105
H -6.132 1.514 -4.214 0.00 0.01 0.03 0.101
H -6.369 2.014 -1.786 -0.02 0.02 -0.08 0.102
N -3.587 6.309 0.590 -0.02 -0.21 -0.09 0.047
C -2.562 5.573 0.157 -0.06 0.17 0.08 -0.160
C -2.689 4.278 -0.323 -0.06 0.09 0.04 -0.067
C -3.953 3.711 -0.352 0.06 -0.11 -0.10 -0.073
C -5.032 4.456 0.095 0.09 0.06 -0.01 -0.070
C -4.796 5.744 0.552 0.08 0.17 0.05 -0.161
H -1.592 6.057 0.202 0.03 -0.06 -0.02 0.088
H -1.821 3.729 -0.664 0.00 0.02 0.01 0.099
H -4.096 2.702 -0.718 0.05 0.13 0.15 0.064
H -6.034 4.049 0.089 0.01 0.02 0.02 0.098
H -5.610 6.366 0.908 -0.03 -0.05 -0.01 0.100
N 2.572 7.592 1.455 0.10 0.17 -0.20 0.054
C 3.766 8.186 1.440 -0.12 -0.16 0.11 -0.160
C 4.116 9.193 0.554 -0.02 -0.01 -0.01 -0.077
C 3.173 9.606 -0.374 0.02 0.08 -0.08 -0.083
C 1.927 9.001 -0.378 0.04 0.01 0.01 -0.071
C 1.679 8.006 0.554 -0.01 -0.17 0.17 -0.149
H 4.473 7.828 2.182 0.04 0.06 -0.02 0.100
H 5.100 9.641 0.589 -0.01 -0.02 0.02 0.100
H 3.407 10.389 -1.085 -0.01 -0.01 0.02 0.105
H 1.165 9.295 -1.086 -0.01 -0.02 0.03 0.103
H 0.717 7.506 0.592 -0.01 0.05 -0.05 0.094
N 5.184 3.010 -2.059 0.18 0.01 0.15 0.065
C 5.836 4.172 -1.992 -0.18 -0.07 -0.09 -0.155
C 6.996 4.363 -1.257 -0.01 -0.04 0.02 -0.076
C 7.507 3.289 -0.547 0.08 0.01 0.06 -0.082
C 6.844 2.074 -0.601 0.02 0.02 0.01 -0.066
C 5.694 1.990 -1.370 -0.11 0.07 -0.16 -0.214
H 5.397 4.984 -2.562 0.06 0.04 0.02 0.102
H 7.485 5.328 -1.242 -0.03 0.00 -0.02 0.099
H 8.410 3.397 0.041 -0.02 0.00 -0.01 0.105
H 7.210 1.211 -0.060 -0.03 0.00 -0.02 0.104
H 5.140 1.057 -1.445 0.48 0.38 -0.05 -0.100
```
Forces are in eV/Å.

Calculated values
Frontier orbital gap in Eh: 0.3135
LUMO in Ha: -0.0321
SMILES string: CCCCC1=C([C@@H](C)CC)C(=O)C(CC(=O)I)=C(CN)C1=O.c1ccncc1.c1ccncc1.c1ccncc1.c1ccncc1.c1ccncc1

---

no.,energy (Eh)
1,-5789.9712
2,-2481.6880